Computed, not measured: one molecule with the formula C8H9NO2 in a non-equilibrium geometry, with ωB97M-V/def2-TZVPD.

```
20
Properties=species:S:1:pos:R:3:forces:R:3
C -0.764067 1.139813 2.559425 -0.6 0.6 1.3
C -0.323669 1.859597 1.528924 -0.4 -1.6 0.2
C 0.790675 -0.605575 2.107345 2.1 -2.4 0.8
C 1.260776 0.070201 1.006139 -0.9 -1.4 -0.3
C -0.497221 -0.239548 2.264481 -1.4 -0.3 2.2
C 0.161718 0.908419 0.501431 0.5 0.9 -0.9
C -0.285995 -1.666553 -1.412295 -1.8 1.2 -1.3
C -0.072499 -0.103576 -1.678801 -2.8 -1.5 0.0
N -0.549972 0.739525 -0.535477 0.9 0.2 -1.6
O -0.894948 0.313280 -2.820025 -1.4 0.9 1.9
O 1.233296 -0.031856 -1.993363 2.1 1.2 -0.9
H -1.273688 1.433475 3.529447 0.6 -0.3 -1.5
H -0.467915 2.841827 1.248632 -0.4 2.0 -0.2
H 1.251182 -1.585797 2.455693 -0.6 1.5 -0.4
H 1.720259 -0.642469 0.347178 0.9 0.5 -0.6
H -1.290481 -1.691132 -0.878476 1.3 -0.7 -0.7
H -0.284681 -2.240544 -2.428067 -0.2 1.2 1.9
H 0.536121 -2.027951 -0.814548 0.0 -0.2 0.3
H -1.759190 0.781571 -2.461472 2.9 -1.4 -0.7
H 1.510300 0.747292 -2.526171 -0.8 -0.5 0.6
```
Forces are in eV/Å.

## Properties
Spin multiplicity   1
Energy above the lowest of the compared OMol25 structures with the same formula, charge and spin   638.0 kJ/mol
LUMO (alpha / beta)   -0.787 / -0.789 eV
Molar mass   151.165 g/mol
HOMO-LUMO gap (alpha / beta)   7.8 / 7.8 eV
Energy   -14020.281 eV
HOMO (alpha / beta)   -8.618 / -8.620 eV